{"formula": "C41H78F4NO16P4", "method": "ωB97M-V/def2-TZVPD", "total_energy_ha": -4632.26399, "e_lumo_ev": -4.3, "relative_energy_ev": 4.2647, "homo_lumo_gap_ev": 6.78, "charge": 1, "homo_energy_ev": -11.1, "species": ["P", "P", "P", "P", "F", "F", "F", "F", "O", "O", "O", "O", "O", "O", "O", "O", "O", "O", "O", "O", "O", "O", "O", "O", "N", "C", "C", "C", "C", "C", "C", "C", "C", "C", "C", "C", "C", "C", "C", "C", "C", "C", "C", "C", "C", "C", "C", "C", "C", "C", "C", "C", "C", "C", "C", "C", "C", "C", "C", "C", "C", "C", "C", "C", "C", "C", "H", "H", "H", "H", "H", "H", "H", "H", "H", "H", "H", "H", "H", "H", "H", "H", "H", "H", "H", "H", "H", "H", "H", "H", "H", "H", "H", "H", "H", "H", "H", "H", "H", "H", "H", "H", "H", "H", "H", "H", "H", "H", "H", "H", "H", "H", "H", "H", "H", "H", "H", "H", "H", "H", "H", "H", "H", "H", "H", "H", "H", "H", "H", "H", "H", "H", "H", "H", "H", "H", "H", "H", "H", "H", "H", "H", "H", "H"], "positions_angstrom": [[-0.6937, -9.5313, 3.4078], [-0.0476, -2.1026, 3.2475], [-1.9000, 9.2169, -4.2354], [5.4130, -0.9903, -4.1375], [-2.2423, -3.1821, -0.8353], [-5.4656, -3.5415, 0.3938], [-1.0014, 1.0011, 2.9041], [-2.7447, -4.3430, 0.9846], [-1.7117, 7.5746, -4.1871], [-1.2498, -8.4817, 4.5400], [1.0691, -1.7792, 4.3673], [-1.1329, 9.5541, -5.6383], [-0.8635, 9.6548, -3.2526], [6.7925, -0.0662, -4.2224], [0.0316, -3.5468, 2.9715], [5.7784, -1.9530, -5.2321], [-0.2804, -10.5165, 4.6470], [0.7333, -8.7352, 3.1760], [-3.2889, 9.1701, -5.1046], [0.1947, -1.3325, 1.8457], [4.8287, 0.0031, -2.9225], [-3.2291, 2.6898, 0.9020], [-0.6741, -10.5066, 2.2767], [5.8314, -1.9645, -2.8782], [-4.3727, 1.8475, 3.5843], [-1.9969, -6.2977, 3.7684], [-3.1540, -3.4628, 0.0907], [7.3301, 0.3643, -5.4688], [4.0388, 2.2179, -3.5539], [-0.9883, -7.0852, 4.5796], [7.2559, -3.8695, -3.3358], [-4.9008, 1.6730, 2.4273], [-1.4777, 6.8924, -2.9638], [5.0672, 1.3976, -2.7967], [-5.3240, 8.4767, -3.9623], [0.8998, -12.5667, 4.1254], [-2.7465, 6.4568, -2.2907], [3.1371, -0.5045, 4.1112], [-3.2568, 0.9280, 3.8576], [0.6968, -7.0068, 1.4493], [-2.7319, -1.4511, 2.6966], [-1.7677, -1.8051, 3.8582], [-3.2108, 1.2832, 0.7140], [1.1873, -8.3803, 1.8745], [-1.1637, 2.8370, -0.4199], [6.7661, 1.7041, -5.9061], [-1.8100, 1.4639, 3.9457], [-4.2200, 0.5246, 1.6300], [-1.6576, 3.0000, 4.0349], [-4.3449, -2.8414, 0.1027], [5.8555, -3.3862, -3.0196], [0.0418, 3.4609, -0.7177], [-4.2958, 8.1692, -5.0348], [-0.0328, 10.4654, -5.6793], [1.8363, -0.8470, 0.1437], [-5.1211, -0.5311, 0.9280], [-3.6443, -0.2180, 2.9040], [-4.4192, -1.3551, -0.1942], [1.5978, -0.4386, 4.3436], [-1.7044, 4.5188, 1.1622], [1.2840, 9.7203, -5.6041], [-2.0526, 3.3230, 0.5429], [1.1953, -1.9744, 1.0046], [0.4163, 4.6308, -0.0731], [-0.4135, -11.9345, 4.5385], [-0.4980, 5.1644, 0.8598], [-5.8852, 9.3753, -4.2216], [0.7076, 2.9894, -1.4434], [-0.8798, 7.4796, -2.2647], [-3.3684, 5.8479, -2.9496], [1.3675, 5.1291, -0.2531], [1.4511, 0.0967, 5.2950], [-2.9904, -6.3749, 4.2169], [0.9779, -6.2415, 2.1743], [2.2783, -8.3759, 1.9182], [-3.4161, 0.4947, 4.8607], [-1.3654, 1.0490, 4.8618], [5.5336, -3.8078, -2.0647], [-2.2139, -1.3332, 1.7333], [-3.4076, -1.0274, -0.4598], [6.9173, 2.4656, -5.1397], [7.9260, -3.6703, -2.4980], [-3.5334, 1.0919, -0.3276], [-3.8812, 7.1698, -4.9303], [-5.0237, -1.2338, -1.1127], [1.2962, -12.1121, 3.2168], [-0.0946, 10.9972, -6.6305], [-0.8803, 3.2886, 3.3156], [-2.2226, 0.8084, 0.8142], [1.1838, 0.1997, 3.5509], [0.7746, -13.6368, 3.9510], [-4.8484, 8.6654, -2.9984], [-5.7345, 2.2258, 1.9881], [0.0337, -6.8455, 4.2999], [5.1391, -3.7170, -3.7709], [7.6730, -3.3550, -4.2020], [-0.3918, -6.9997, 1.3581], [-2.0682, -2.7762, 4.2743], [-0.6993, -12.3046, 5.5253], [1.4191, 9.0948, -6.4881], [-0.2480, 6.0818, 1.3962], [8.4084, 0.4568, -5.3250], [4.9731, 1.6185, -1.7295], [1.1202, -6.7358, 0.4804], [-1.7619, -1.1027, 4.7042], [5.6931, 1.6250, -6.0968], [2.1195, 10.4195, -5.5403], [2.8839, -0.6900, 0.4340], [-1.2180, -12.2004, 3.8539], [0.7620, -2.7180, 0.3237], [-3.4067, -2.3097, 2.5735], [-5.5526, -1.2402, 1.6499], [1.6522, -12.4254, 4.9030], [3.0502, 2.0931, -3.1068], [1.3213, 9.0565, -4.7394], [-2.5119, 5.8642, -1.4030], [-6.0277, 7.6493, -3.8592], [-1.0793, -6.7955, 5.6296], [3.6757, 0.2655, 4.6750], [-2.0772, -6.6830, 2.7509], [-4.7679, 2.5627, 4.1915], [-1.7120, -5.2446, 3.7319], [1.3134, 0.0932, 0.3877], [6.0830, 1.6713, -3.0630], [3.3700, -0.4003, 3.0400], [7.1797, -0.3753, -6.2556], [3.9610, 1.8959, -4.5930], [3.4501, -1.5093, 4.4301], [-1.2434, 3.2539, 5.0237], [-0.8996, 5.9982, -3.2119], [7.2573, -4.9421, -3.5367], [-3.3372, 7.3229, -1.9825], [4.2982, 3.2773, -3.5258], [-4.5334, -0.6335, 3.4113], [7.2495, 2.0391, -6.8246], [-0.1150, 11.2129, -4.8913], [-4.7915, 8.1801, -6.0082], [-2.3519, 4.9896, 1.9040], [-5.9898, 0.0111, 0.5133], [1.7548, -1.0265, -0.9335], [-1.4229, 1.9090, -0.9326], [1.9288, -2.4735, 1.6479], [-2.5832, 3.5693, 3.9014], [0.9050, -9.1232, 1.1275]], "lowdin_charge": [0.603, 0.534, 0.605, 0.670, 0.149, 0.086, -0.008, 0.163, -0.211, -0.188, -0.177, -0.210, -0.237, -0.240, -0.268, -0.230, -0.212, -0.216, -0.185, -0.256, -0.215, -0.045, -0.236, -0.227, 0.170, -0.078, -0.306, -0.286, -0.074, -0.268, -0.074, 0.116, -0.300, -0.281, -0.075, -0.076, -0.072, -0.050, -0.156, -0.074, -0.143, -0.146, -0.119, -0.284, -0.021, -0.076, -0.278, -0.267, 0.003, -0.220, -0.296, -0.071, -0.273, -0.288, -0.051, -0.083, -0.185, -0.096, -0.276, -0.054, -0.077, -0.270, -0.227, -0.068, -0.292, -0.067, 0.080, 0.108, 0.106, 0.080, 0.112, 0.116, 0.078, 0.068, 0.119, 0.167, 0.137, 0.113, 0.102, 0.113, 0.074, 0.077, 0.141, 0.101, 0.132, 0.072, 0.117, 0.088, 0.132, 0.091, 0.077, 0.061, 0.179, 0.106, 0.102, 0.072, 0.062, 0.099, 0.115, 0.076, 0.114, 0.122, 0.126, 0.079, 0.083, 0.065, 0.078, 0.071, 0.103, 0.118, 0.117, 0.127, 0.076, 0.062, 0.070, 0.059, 0.081, 0.127, 0.078, 0.061, 0.194, 0.046, 0.068, 0.102, 0.066, 0.105, 0.064, 0.088, 0.094, 0.118, 0.079, 0.069, 0.083, 0.154, 0.081, 0.104, 0.129, 0.117, 0.131, 0.073, 0.115, 0.113, 0.070, 0.105]}



{"formula": "C16H15N2O5S2Sn", "method": "ωB97M-V/def2-TZVPD", "total_energy_ha": -2114.07971, "e_lumo_ev": [-12.8, -11.5], "homo_lumo_gap_ev": [5.01, 6.29], "charge": 3, "homo_energy_ev": [-17.8, -17.8], "species": ["Sn", "S", "S", "O", "O", "O", "O", "O", "N", "N", "C", "C", "C", "C", "C", "C", "C", "C", "C", "C", "C", "C", "C", "C", "C", "C", "H", "H", "H", "H", "H", "H", "H", "H", "H", "H", "H", "H", "H", "H", "H"], "positions_angstrom": [[-1.1495, -1.6448, 0.1188], [3.3085, -2.8905, -1.9701], [-1.8646, -0.1740, -4.5586], [-1.5731, 0.3039, 1.3042], [1.7656, 5.2419, 3.4141], [-2.8332, -4.2412, -0.2862], [0.3883, 0.0053, 0.2771], [0.1424, 4.0589, 4.5905], [0.8429, -2.7351, -1.1481], [-1.4700, -1.2561, -2.2331], [0.3139, 3.5373, 3.3532], [-0.4018, 2.4655, 2.7944], [2.2533, -4.0353, 0.4155], [2.1881, -1.9476, -2.8815], [1.7316, 3.7825, 1.4222], [-0.2403, -1.3718, -2.9176], [1.2734, 4.2359, 2.6611], [1.0698, 5.1710, 4.6725], [-0.3113, -0.7984, -4.1598], [-2.4188, -0.6744, -2.9728], [2.0239, -3.2439, -0.8316], [-0.3916, 0.6877, 1.0412], [0.1260, 1.9637, 1.6121], [-3.8578, -0.5055, -2.5209], [0.9131, -1.9866, -2.3427], [1.1913, 2.6014, 0.9298], [-2.3759, -4.9023, -0.8760], [3.1823, -3.6829, 0.8796], [0.4550, 6.0913, 4.6995], [0.5183, -0.7867, -4.8669], [-1.2863, 2.0065, 3.2604], [2.4209, -5.0812, 0.1624], [1.4060, -3.9920, 1.1388], [2.5183, -1.4119, -3.7558], [2.5481, 4.3019, 0.9239], [-2.9860, -4.7563, 0.5344], [-4.5145, -0.9525, -3.2761], [-4.0605, -0.9685, -1.5395], [1.8146, 4.8881, 5.4532], [1.4874, 2.1424, -0.0114], [-4.1479, 0.5544, -2.5102]], "lowdin_charge": [1.560, 1.238, 1.241, -0.120, 0.148, -0.162, -0.153, 0.151, -0.003, -0.046, -0.125, 0.146, -0.022, -0.212, 0.089, -0.279, -0.141, 0.006, -0.232, -0.500, -0.526, -0.601, -0.085, -0.014, -0.273, 0.063, 0.074, 0.106, 0.190, 0.116, 0.167, 0.112, 0.109, 0.107, 0.152, 0.067, 0.111, 0.101, 0.195, 0.136, 0.111]}



{"formula": "C31H32BF9O2", "method": "ωB97M-V/def2-TZVPD", "total_energy_ha": -2274.66451, "e_lumo_ev": -1.6, "relative_energy_ev": 3.4572, "homo_lumo_gap_ev": 5.68, "homo_energy_ev": -7.2, "species": ["F", "F", "F", "F", "F", "F", "F", "F", "F", "O", "O", "C", "C", "C", "C", "C", "C", "C", "C", "C", "C", "C", "C", "C", "C", "C", "C", "C", "C", "C", "C", "C", "C", "C", "C", "C", "C", "C", "C", "C", "C", "C", "B", "H", "H", "H", "H", "H", "H", "H", "H", "H", "H", "H", "H", "H", "H", "H", "H", "H", "H", "H", "H", "H", "H", "H", "H", "H", "H", "H", "H", "H", "H", "H", "H"], "positions_angstrom": [[0.4437, -3.7723, -4.2381], [-0.3023, 7.9271, -2.1115], [-1.9638, 6.8483, -3.0762], [2.6426, -3.8922, -4.3029], [-0.2079, 7.4658, -4.2693], [1.5400, -3.0161, -6.0052], [-0.9155, 0.7556, 7.7807], [-2.1380, -1.0709, 7.7744], [-3.0313, 0.8520, 7.2199], [0.6008, -2.0298, 1.4218], [-1.4839, -1.2593, 0.7048], [1.7952, 0.8008, 1.4103], [2.7159, -0.1883, -2.4900], [0.0278, -1.1167, 4.1224], [1.0734, 3.0810, -2.1082], [-1.9105, 0.1181, 3.3256], [-2.2608, -3.0222, -0.7181], [-0.5946, 6.9799, -3.0420], [0.5552, -0.8904, -4.1048], [2.7592, -1.3787, -3.2198], [-2.2342, -3.2942, 1.7650], [-0.7737, -0.6478, 3.0797], [1.5272, 1.8016, -1.6622], [0.6809, 0.7511, 0.4319], [1.5839, 0.6539, -2.5191], [-0.3594, -0.8789, 5.4341], [-0.0754, 4.5994, -3.6693], [0.7903, 5.4478, -1.5793], [0.4101, -4.4037, 1.1093], [1.2921, 4.2127, -1.2644], [-2.2900, 0.3637, 4.6419], [0.6672, -2.8543, -0.8251], [-1.5038, -2.6847, 0.5523], [0.0759, 5.6515, -2.7356], [-1.9121, 0.1026, 7.1051], [1.6393, -1.7418, -3.9894], [0.4887, 3.3587, -3.3841], [0.0493, -3.0338, 0.5527], [0.5033, 0.2912, -3.3803], [-0.4653, 1.6725, 0.5265], [-1.5137, -0.1450, 5.6801], [1.5871, -3.1099, -4.6372], [-0.4574, -1.1489, 1.6458], [-3.2058, 0.9202, 4.8515], [-0.3735, 0.9285, -3.4600], [-0.2787, -1.1672, -4.7783], [0.0482, -4.5246, 2.1314], [-0.2372, 2.6835, 0.0982], [3.6265, -2.0346, -3.1884], [0.9410, 6.3067, -0.8865], [-3.2332, -2.8493, 1.8370], [0.7463, 0.0485, -0.4129], [-0.0323, -5.1751, 0.4731], [1.4969, -4.5162, 1.1027], [0.9287, -1.6935, 3.9226], [1.3889, 0.9299, 2.4392], [0.3762, -1.8892, -1.2515], [2.3638, -0.1412, 1.4119], [2.4918, 1.6582, 1.2274], [0.3480, -3.6582, -1.4990], [0.4577, 2.6120, -4.1717], [-1.8328, -2.5166, -1.5887], [-2.2333, -4.1089, -0.8619], [-1.7174, -3.0883, 2.7113], [1.8754, 4.0874, -0.3500], [3.5970, 0.0819, -1.9031], [2.3108, 1.8499, -0.9079], [-0.6206, 4.7771, -4.5831], [0.2268, -1.2971, 6.2571], [-2.5264, 0.5042, 2.5135], [-1.3549, 1.2583, 0.0194], [-2.3443, -4.3765, 1.6387], [-0.7446, 1.8249, 1.5958], [1.7583, -2.8812, -0.7415], [-3.3031, -2.7083, -0.5985]], "lowdin_charge": [0.098, 0.116, 0.111, 0.122, 0.110, 0.115, 0.118, 0.119, 0.127, 0.111, 0.113, -0.070, -0.014, -0.005, -0.198, -0.010, 0.004, -0.512, -0.022, -0.010, 0.004, -0.099, -0.073, -0.165, -0.236, 0.004, 0.005, -0.034, 0.004, -0.031, 0.012, -0.005, -0.457, -0.129, -0.536, -0.148, -0.003, -0.446, -0.020, -0.083, -0.122, -0.518, -0.691, 0.125, 0.111, 0.138, 0.087, 0.079, 0.121, 0.136, 0.104, 0.086, 0.098, 0.096, 0.128, 0.096, 0.079, 0.093, 0.097, 0.095, 0.100, 0.087, 0.100, 0.091, 0.119, 0.121, 0.093, 0.120, 0.132, 0.126, 0.103, 0.097, 0.087, 0.103, 0.097]}